Density functional theory data (wB97M-V/def2-TZVPD) for a structure of composition C3H7N2OS in a non-equilibrium geometry.

Structure (XYZ):
```
14
Properties=species:S:1:pos:R:3:nbo_charge:R:1
C -0.17 -2.18 0.69 -0.49
H 0.32 3.18 -0.08 0.26
N 0.25 1.63 -1.15 0.39
N 0.13 0.40 -0.96 -0.41
O -0.15 2.25 -2.11 -0.30
C 1.02 2.37 -0.08 -0.42
H 1.10 1.64 0.65 0.21
S 0.35 -0.56 1.09 0.49
H -1.45 -3.66 0.92 0.23
H 0.65 -2.87 0.26 0.26
H -0.54 -0.12 -1.59 0.42
H -2.14 -2.08 1.69 0.25
C -1.32 -2.67 1.20 -0.15
H 1.93 2.68 -0.51 0.26
```

Total energy (Ha): -700.98114
Max |F| (eV Å⁻¹): 4.0
Net charge: +1
Energy above the lowest of the compared OMol25 structures with the same formula, charge and spin (kJ/mol): 639.6
E_LUMO (eV): -6.96